Record 1
ORCA calculation (ωB97M-V/def2-TZVPD) on 2 unconnected molecules or ions with the total composition C19H26FSi.

Geometry (Å):
1 C 1.397 -7.344 -2.427
2 C 1.617 -5.982 -1.805
3 C 0.676 -4.943 -2.403
4 C 0.905 -3.587 -1.743
5 C -0.017 -2.457 -2.215
6 C 0.324 -1.151 -1.472
7 Si -0.796 0.333 -1.741
8 H -0.626 1.472 -0.678
9 H 2.067 -8.074 -1.979
10 H 0.366 -7.669 -2.267
11 H 1.590 -7.304 -3.502
12 H 1.454 -6.015 -0.723
13 H 2.646 -5.641 -1.956
14 H 0.841 -4.849 -3.486
15 H -0.371 -5.245 -2.259
16 H 0.797 -3.701 -0.656
17 H 1.948 -3.282 -1.912
18 H 0.099 -2.328 -3.299
19 H -1.062 -2.747 -2.052
20 H 0.354 -1.350 -0.391
21 H 1.337 -0.848 -1.771
22 H -0.422 0.870 -3.081
23 H -2.188 -0.187 -1.726
24 F 2.683 5.433 3.304
25 C 2.370 4.279 2.619
26 C 3.348 3.288 2.485
27 C 3.027 2.137 1.749
28 C 1.731 1.927 1.312
29 C 0.697 2.876 1.592
30 C -0.650 2.461 1.383
31 C -1.850 3.213 1.588
32 C -3.036 2.722 0.964
33 C -4.269 3.317 1.201
34 C -4.350 4.446 2.029
35 C -3.196 4.975 2.625
36 C -1.966 4.341 2.453
37 C 1.094 4.153 2.093
38 H 4.345 3.443 2.878
39 H 3.795 1.375 1.555
40 H 1.457 1.013 0.782
41 H -0.797 1.383 1.284
42 H -2.944 1.868 0.290
43 H -5.171 2.890 0.746
44 H -5.314 4.920 2.215
45 H -3.249 5.867 3.252
46 H -1.111 4.693 3.022
47 H 0.423 5.005 2.123

## Properties
2S+1 = 1
Frontier orbital gap = 6.47 eV
Relative energy (zero: lowest compared OMol25 entry of this formula, charge and spin) = 0.0 kJ/mol
HOMO energy = -0.4625 Ha
E_LUMO = -6.12 eV
Net charge = +1

These are the Löwdin partial charges, in e, on atoms 1 to 2: -0.12 -0.29

***

Record 2
ORCA calculation (ωB97M-V/def2-TZVPD) on a molecular structure, C27H45As2N8O2PSTi.

Geometry (Å):
1 Ti 0.454 0.303 0.168
2 N 0.912 -3.263 2.516
3 C 0.471 -2.244 1.685
4 S 1.322 -1.999 0.152
5 N -0.535 -1.552 2.068
6 N -0.963 -0.651 1.048
7 C -1.227 0.685 1.399
8 C -0.761 1.147 2.726
9 C -1.555 1.518 3.800
10 C -0.980 1.793 5.037
11 C 0.393 1.669 5.205
12 C 1.210 1.312 4.137
13 C 0.628 1.087 2.896
14 O 1.351 0.851 1.789
15 H 1.897 -3.461 2.445
16 H 0.569 -3.169 3.460
17 H -2.169 1.096 1.035
18 H -2.631 1.567 3.675
19 H -1.604 2.077 5.874
20 H 0.838 1.855 6.175
21 H 2.283 1.218 4.254
22 C -1.595 -5.274 -1.174
23 As -2.090 -3.883 0.131
24 C -2.304 -5.096 1.659
25 C -3.976 -3.735 -0.435
26 C -4.999 -4.440 0.196
27 C -6.320 -4.301 -0.200
28 C -6.642 -3.448 -1.244
29 C -5.634 -2.734 -1.874
30 C -4.305 -2.863 -1.478
31 As -2.902 -1.790 -2.350
32 C -3.609 -1.851 -4.186
33 C -3.600 -0.014 -1.883
34 H -2.262 -6.134 -1.111
35 H -0.569 -5.585 -0.975
36 H -1.639 -4.855 -2.179
37 H -2.814 -6.024 1.400
38 H -2.835 -4.588 2.463
39 H -1.295 -5.319 2.008
40 H -4.768 -5.110 1.014
41 H -7.097 -4.859 0.309
42 H -7.670 -3.334 -1.564
43 H -5.898 -2.063 -2.684
44 H -4.595 -1.396 -4.281
45 H -3.662 -2.888 -4.517
46 H -2.915 -1.315 -4.836
47 H -4.689 -0.023 -1.864
48 H -3.256 0.702 -2.630
49 H -3.215 0.266 -0.904
50 C 4.218 0.274 1.086
51 N 4.170 1.714 0.860
52 C 5.055 2.469 1.730
53 P 3.156 2.404 -0.223
54 O 2.113 1.448 -0.733
55 N 3.942 2.955 -1.590
56 C 5.054 3.879 -1.423
57 C 4.171 2.003 -2.668
58 N 2.630 3.808 0.467
59 C 2.140 3.804 1.848
60 C 1.849 4.719 -0.365
61 H 3.920 0.049 2.113
62 H 5.234 -0.089 0.909
63 H 3.526 -0.252 0.435
64 H 4.784 2.309 2.779
65 H 5.003 3.535 1.521
66 H 6.089 2.139 1.593
67 H 4.844 4.594 -0.630
68 H 5.205 4.435 -2.351
69 H 5.990 3.357 -1.187
70 H 3.317 1.339 -2.770
71 H 5.071 1.400 -2.495
72 H 4.311 2.551 -3.603
73 H 2.634 3.041 2.439
74 H 1.067 3.596 1.884
75 H 2.329 4.785 2.288
76 H 2.240 4.744 -1.379
77 H 1.903 5.722 0.062
78 H 0.794 4.419 -0.389
79 N -0.052 1.811 -3.679
80 C 0.479 0.576 -3.975
81 C 0.350 -0.166 -2.844
82 N -0.256 0.601 -1.868
83 C -0.473 1.781 -2.401
84 H -0.115 2.601 -4.298
85 H 0.874 0.339 -4.945
86 H 0.632 -1.188 -2.655
87 H -0.946 2.610 -1.901

## Properties
2S+1 = 1
Frontier orbital gap (alpha / beta) = 6.36 / 6.36 eV
Relative energy (zero: lowest compared OMol25 entry of this formula, charge and spin) = 84.5 kJ/mol
HOMO energy (alpha / beta) = -0.2329 / -0.2329 Ha
E_LUMO (alpha / beta) = 0.02 / 0.02 eV

These are the Löwdin partial charges, in e, on atoms 1 to 2: 0.79 0.05

***

| no. | largest force on an atom (eV/A) |
| --- | --- |
| 1 | 1.69 |
| 2 | 1.00 |